Record 1
DFT (ωB97M-V with the def2-TZVPD basis set) results for the ion C5H8N4 with charge +2 in a non-equilibrium geometry.

The geometry in XYZ format:
```
17
C5H8N4 (ωB97M-V with the def2-TZVPD basis set)
C 2.38358 -0.90812 -0.32311
C 0.94852 -0.89251 -0.08216
N 0.13909 -1.81071 -0.26684
C -1.12604 -1.79475 -0.04069
N -2.15833 -1.36745 0.26668
C 0.38930 0.45621 0.05199
N -0.60108 0.85295 1.17959
C -0.99433 0.85645 -0.23421
N -2.09063 1.21571 -0.82671
H 2.76846 -0.36142 -1.16824
H 2.80484 -1.91256 -0.28918
H 2.80486 -0.18295 0.49105
H 1.20266 1.26287 0.00775
H -1.20596 0.32267 1.78494
H -0.31383 1.65153 1.76820
H -2.06648 1.05130 -1.87114
H -2.88463 1.56076 -0.44791
```

Values from the calculation:
- energy relative to the best compared isomer or geometry (same formula, charge and spin) (eV) = 3.7477
- E_HOMO (eV) = -19.0
- orbital gap (eV) = 8.01
- structure (SMILES) = C/C(=N/C#N)[C@@H]1[NH2+]C1=[NH2+]
- charge = +2
- LUMO (eV) = -10.9816

=====

Record 2
DFT (ωB97M-V with the def2-TZVPD basis set) results for an isolated molecule of C5H8N4O in a non-equilibrium geometry.

The geometry in XYZ format:
```
18
C5H8N4O (ωB97M-V with the def2-TZVPD basis set)
C -1.75636 1.70966 -0.37291
C -2.66193 0.83035 0.09006
C -0.18835 0.05332 -0.41804
C 2.07433 0.80248 0.32631
C 1.45864 -1.62026 0.22953
N -0.50106 1.27288 -0.63459
N -2.43557 -0.43900 0.00329
N -1.30557 -0.96509 -0.38607
N 1.12537 -0.28300 -0.14434
O -1.21839 -2.07404 -0.90963
H -2.00829 2.78092 -0.54101
H -3.75250 1.11139 0.24862
H 1.44088 1.63580 0.17327
H 2.29349 0.55039 1.32807
H 3.00319 0.62336 -0.16858
H 0.50804 -2.24169 0.29930
H 2.24296 -2.01419 -0.41931
H 1.68113 -1.73327 1.29602
```

Values from the calculation:
- energy relative to the best compared isomer or geometry (same formula, charge and spin) (eV) = 5.2997
- E_HOMO (alpha / beta) (eV) = -8.1 / -8.1
- orbital gap (alpha / beta) (eV) = 8.24 / 8.24
- charge = 0
- LUMO (alpha / beta) (eV) = 0.1664 / 0.1656

=====

Record 3
DFT (ωB97M-V with the def2-TZVPD basis set) results for an isolated molecule of C5H8N4O in a non-equilibrium geometry.

The geometry in XYZ format:
```
18
C5H8N4O (ωB97M-V with the def2-TZVPD basis set)
C 2.11760 1.78134 -1.05731
C 0.89418 2.09198 -0.21114
N -0.03209 0.96948 -0.15193
N -0.85899 0.68548 -1.13938
C -1.48401 -0.41826 -0.74362
C -1.01311 -0.74355 0.54264
C -1.34258 -1.89217 1.42760
N -1.17994 -3.12279 0.91099
O -1.11445 -1.85421 2.65290
N -0.05577 0.13485 0.85161
H 2.81897 2.62420 -1.00176
H 2.62709 0.88033 -0.69009
H 1.83921 1.62951 -2.10867
H 1.17113 2.31746 0.82474
H 0.33327 2.94342 -0.61373
H -2.17079 -0.94072 -1.40416
H -1.80573 -3.39227 0.16320
H -0.74399 -3.69408 1.74810
```

Values from the calculation:
- energy relative to the best compared isomer or geometry (same formula, charge and spin) (eV) = 2.2254
- E_HOMO (eV) = -9.6
- orbital gap (eV) = 10.29
- structure (SMILES) = CCn1ncc(C(N)=O)n1
- charge = 0
- LUMO (eV) = 0.6878

=====

Molar mass values (in g/mol) by entry order: 124.147 140.146 140.146.